[1]
The following is a quantum chemistry calculation of a cluster of 3 separate species, C25H44FN2O3 in total, from OMol25.

## Properties
Total charge: -1

Geometry as XYZ:
```
75
C25H44FN2O3 the ωB97M-V functional and the def2-TZVPD basis
C 3.06 -0.53 3.20
C -3.65 -0.04 -5.16
H 0.29 0.78 -0.44
H -2.37 -2.61 -6.49
H 9.62 -5.42 1.19
H -3.98 -1.80 1.09
C 1.97 0.29 3.46
H -5.56 2.41 3.35
H 2.20 -1.56 0.12
C -3.61 4.79 0.88
O -5.18 4.35 2.71
H -2.02 -1.35 -3.45
C -0.02 -0.08 0.21
H -0.79 -1.61 -4.71
H -3.26 -1.32 -7.30
H 1.89 0.81 4.40
H -4.23 -0.46 -1.60
C -1.26 2.60 0.90
H -3.27 -2.56 -0.35
H 7.39 -4.93 0.00
C 9.75 -4.44 0.74
C -3.99 -1.83 0.01
H -4.37 0.00 -5.99
H -2.11 0.65 -1.46
N -2.58 -0.82 -5.41
H -1.73 2.74 -1.22
C 4.33 -2.09 1.68
H -3.49 3.21 2.36
H 9.78 -2.21 1.99
H -3.95 2.86 0.02
H -1.15 0.02 -4.11
H -0.19 2.49 0.73
O 7.82 -1.67 1.91
C -2.42 -1.53 -6.65
H 6.60 -4.08 1.35
C 7.30 -3.98 0.52
C 3.16 -1.20 1.99
C 2.14 -1.03 1.07
H -5.77 2.68 1.60
H -4.53 5.32 0.63
H -1.34 3.29 1.76
H -2.80 5.54 0.87
O -3.81 0.57 -4.12
H 4.00 -3.00 1.18
H -4.25 0.29 -0.01
C -1.49 -0.04 0.58
H -1.81 1.15 2.38
H -1.28 4.25 -0.46
C -1.92 1.26 1.29
C 8.74 -2.42 1.68
H 5.05 -1.57 1.04
H -6.94 3.36 2.75
F -5.28 -2.32 -0.36
H 10.65 -3.99 1.17
C -3.75 -0.47 -0.61
C 0.96 0.45 2.52
H 9.91 -4.57 -0.33
H 4.85 -2.37 2.59
H 0.12 -0.96 -0.43
C 1.03 -0.21 1.29
H 3.84 -0.65 3.95
C -3.33 3.73 -0.19
C -1.86 3.33 -0.31
C -1.57 -0.95 -4.36
N 8.62 -3.58 1.00
H -3.00 1.37 1.14
C -5.89 3.14 2.59
C -3.81 4.25 2.30
H -1.83 -1.07 -1.25
H 6.90 -3.23 -0.16
H -3.66 4.10 -1.16
C -2.25 -0.19 -0.74
H -3.23 4.82 3.03
H -1.50 -1.22 -7.16
H 0.12 1.08 2.76
```

Charges per atom according to Löwdin partitioning, unit e: -0.080, -0.358, 0.106, 0.086, 0.087, 0.101, -0.096, 0.088, 0.111, -0.169, -0.204, 0.080, -0.231, 0.084, 0.076, 0.092, 0.095, -0.211, 0.105, 0.083, -0.071, -0.198, 0.128, 0.089, -0.199, 0.090, -0.076, 0.096, 0.129, 0.089, 0.093, 0.090, 0.025, -0.076, 0.087, -0.039, -0.292, -0.022, 0.083, 0.108, 0.092, 0.105, 0.025, 0.072, 0.089, -0.303, 0.072, 0.102, -0.238, -0.357, 0.071, 0.080, -0.125, 0.078, -0.201, -0.039, 0.087, 0.067, 0.089, -0.196, 0.096, -0.211, -0.208, -0.033, -0.200, 0.063, -0.118, -0.224, 0.076, 0.093, 0.105, -0.272, 0.116, 0.084, 0.085

***

[2]
The following is a quantum chemistry calculation of the molecule C4H4O2, from OMol25.

## Properties
Energy relative to the best compared isomer or geometry (same formula, charge and spin): 185.60 kJ/mol
Total charge: 0

Geometry as XYZ:
```
10
C4H4O2 the ωB97M-V functional and the def2-TZVPD basis
O -2.13 -0.15 -0.75
H -1.24 0.87 0.80
O -0.20 -1.90 0.21
C 2.32 0.58 0.47
C -0.99 0.35 -0.14
H 3.28 1.04 0.52
C 0.03 -0.71 0.21
H -1.94 -1.06 -1.00
C 1.32 -0.10 0.46
H -0.45 1.08 -0.77
```

Charges per atom according to Löwdin partitioning, unit e: -0.028, 0.144, 0.116, 0.164, -0.217, 0.041, -0.405, 0.090, -0.035, 0.130

***

[3]
The following is a quantum chemistry calculation of a cluster of 2 separate species, C4H12 in total at a distorted geometry, from OMol25.

## Properties
Energy relative to the best compared isomer or geometry (same formula, charge and spin): 214.64 kJ/mol
Total charge: 0

Geometry as XYZ:
```
16
C4H12 the ωB97M-V functional and the def2-TZVPD basis
C -1.89 0.15 0.75
H 3.73 0.40 0.22
H 1.10 0.40 -0.99
H 2.37 1.29 -1.58
H -1.28 -0.58 1.16
H -2.85 -0.21 -1.09
H -3.97 -0.73 0.39
C 2.77 0.18 0.39
C -2.95 -0.66 -0.12
H 2.63 -0.65 0.86
H -2.48 0.54 1.51
H -2.75 -1.60 -0.20
H 2.38 -0.62 -1.64
C 2.14 0.29 -0.98
H 2.30 0.82 1.04
H -1.26 0.98 0.29
```

Charges per atom according to Löwdin partitioning, unit e: -0.129, 0.029, 0.004, 0.106, 0.023, 0.055, 0.096, -0.133, -0.122, 0.007, 0.022, -0.028, 0.091, -0.156, 0.050, 0.086

***

[4]
The following is a quantum chemistry calculation of the molecule C9H14N4O3S at a distorted geometry, from OMol25.

## Properties
Energy relative to the best compared isomer or geometry (same formula, charge and spin): 411.57 kJ/mol
Total charge: 0

Geometry as XYZ:
```
31
C9H14N4O3S the ωB97M-V functional and the def2-TZVPD basis
N 3.06 -1.53 -0.81
H 0.58 1.67 -0.11
C 2.19 -3.01 0.75
O -2.07 -0.04 0.44
C 0.30 -0.56 1.09
H -0.45 -1.82 -0.59
H -1.46 3.06 1.79
C 4.03 -2.23 -0.18
H 1.52 -3.46 1.35
N -0.39 1.61 0.07
H -0.71 1.68 -2.73
S -2.87 2.81 -3.05
O -2.54 3.00 1.46
H -1.22 -1.66 1.75
O -3.78 2.64 -0.28
C -1.23 2.51 -0.66
N -0.20 -1.61 2.03
H 0.67 -0.69 -1.33
C 1.91 -2.08 -0.16
H -4.13 2.59 -2.46
C -0.87 0.45 0.63
H -1.96 0.78 -1.76
H 5.18 -2.24 -0.38
H 1.28 -0.13 1.44
N 3.58 -3.12 0.76
H -0.85 3.46 -0.87
C -1.55 1.85 -2.05
H -0.06 -1.19 3.04
C -2.70 2.59 0.13
C 0.59 -1.30 -0.32
H 4.16 -4.04 0.98
```

Charges per atom according to Löwdin partitioning, unit e: 0.098, 0.142, -0.093, -0.005, -0.291, 0.149, 0.209, -0.221, 0.074, 0.064, 0.064, 0.650, 0.007, 0.087, 0.104, -0.258, 0.018, 0.134, -0.330, -0.105, -0.338, 0.112, 0.139, 0.149, 0.018, 0.124, -0.443, 0.128, -0.486, -0.106, 0.205

***

| no. | E_HOMO (eV) | E (eV) |
| --- | --- | --- |
| 1 | -1.44 | -38477.2340 |
| 2 | -10.82 | -8305.1536 |
| 3 | -11.53 | -4340.3037 |
| 4 | -8.82 | -32495.3226 |